[1]
{
  "formula": "C10H80BClINO34P",
  "method": "ωB97M-V/def2-TZVPD",
  "elements": ["C", "C", "C", "I", "C", "C", "C", "C", "C", "O", "C", "N", "C", "B", "O", "O", "P", "O", "Cl", "H", "H", "H", "H", "H", "H", "H", "H", "H", "H", "H", "H", "H", "H", "H", "H", "H", "H", "H", "H", "O", "H", "H", "O", "H", "H", "O", "H", "H", "O", "H", "H", "O", "H", "H", "O", "H", "H", "O", "H", "H", "O", "H", "H", "O", "H", "H", "O", "H", "H", "O", "H", "H", "O", "H", "H", "O", "H", "H", "O", "H", "H", "O", "H", "H", "O", "H", "H", "O", "H", "H", "O", "H", "H", "O", "H", "H", "O", "H", "H", "O", "H", "H", "O", "H", "H", "O", "H", "H", "O", "H", "H", "O", "H", "H", "O", "H", "H", "O", "H", "H", "O", "H", "H", "O", "H", "H", "O", "H", "H"],
  "xyz": [[-4.681970, -1.865250, -0.268570], [-3.944675, -2.590438, -1.407822], [-2.458314, -2.822334, -1.107232], [-1.820137, -4.674576, -1.995995], [-1.451675, -1.748408, -1.559863], [-1.754984, -1.125749, -2.929033], [-0.541830, -0.815006, -3.834330], [-0.765319, -1.082418, -5.330693], [0.564046, -1.434503, -5.999096], [-1.341180, 0.083893, -5.925858], [-2.565559, 0.066224, -2.526586], [-2.364765, 0.371590, -1.304923], [-1.335304, -0.502252, -0.676217], [0.047583, 0.313931, -0.812200], [-0.007603, 1.704629, -0.821963], [1.220276, -0.354740, -0.894362], [-1.580071, -0.835169, 1.163131], [-0.294632, -1.834635, 1.350317], [-0.846714, 0.919874, 1.946159], [-4.483399, -0.793720, -0.299752], [-4.345364, -2.248422, 0.692773], [-5.750814, -2.009337, -0.369693], [-4.434741, -3.550747, -1.534637], [-4.109869, -2.061953, -2.343881], [-2.387722, -2.996293, -0.036943], [-0.482002, -2.243127, -1.598897], [-2.436779, -1.741062, -3.515432], [-0.206923, 0.219271, -3.733588], [0.279254, -1.436551, -3.479428], [-1.479716, -1.893402, -5.458581], [0.618201, -1.005926, -6.994817], [0.701287, -2.509104, -6.065460], [1.399312, -1.040166, -5.420536], [-0.637652, 0.726684, -6.101329], [-3.291655, 0.648492, -3.074608], [-2.842388, 1.132087, -0.826600], [0.206608, 2.049234, -1.700687], [1.878113, 0.242643, -1.296605], [0.175447, -2.044771, 0.530182], [3.629149, -0.605677, 1.006950], [2.831695, -0.764937, 0.494160], [4.343329, -1.013438, 0.501908], [-2.495128, 2.518237, 4.641157], [-3.409258, 2.326653, 4.397933], [-1.959420, 1.999929, 4.034048], [-0.786515, 2.699990, -6.700797], [-0.733573, 3.277113, -7.470757], [-1.732619, 2.655041, -6.515668], [-5.269772, 2.978547, 3.311069], [-5.992518, 3.549235, 3.591077], [-4.763540, 3.516843, 2.692418], [2.384391, 0.818859, 3.250743], [2.816260, 1.677787, 3.326686], [2.747492, 0.430273, 2.443140], [-1.154092, 1.553898, 7.446404], [-1.624077, 1.820579, 6.645362], [-1.347067, 2.254129, 8.079095], [-6.871012, -4.104428, -0.730769], [-6.552793, -4.573910, 0.047793], [-7.452543, -4.736789, -1.165763], [-3.836453, 1.247172, -5.584015], [-2.950715, 0.848586, -5.544252], [-4.352595, 0.805097, -4.900706], [-0.577081, -3.860352, 3.526486], [-0.943992, -3.407681, 4.291758], [-0.539824, -3.202348, 2.823051], [-0.971145, 5.653155, -5.951616], [-0.110646, 5.297198, -5.710239], [-1.559399, 5.362884, -5.248523], [2.412324, 1.228919, -3.002140], [2.909061, 2.052992, -2.936690], [2.697902, 0.835304, -3.834077], [1.239283, 3.646290, 6.716866], [1.851077, 3.128942, 6.180886], [0.524501, 3.024567, 6.919069], [1.910288, -5.446511, -1.874282], [2.003787, -4.870631, -2.638026], [0.983535, -5.378151, -1.608971], [4.854060, -0.525127, 5.104293], [4.639824, -0.676211, 4.176675], [3.982542, -0.476885, 5.519321], [-3.459923, 2.956996, -2.252172], [-3.144143, 3.813285, -1.941157], [-4.150023, 3.180350, -2.896549], [2.622145, -2.504440, -7.995919], [3.443865, -2.656597, -8.474432], [2.112111, -3.307336, -8.144599], [-4.471494, -1.438610, -4.605766], [-5.383056, -1.520530, -4.916241], [-3.959314, -1.687477, -5.384392], [-5.380049, 3.252128, -4.151539], [-6.279396, 3.066362, -4.438757], [-4.835277, 3.113715, -4.937133], [0.212946, -6.468957, 0.226152], [-0.416739, -6.433989, 0.954226], [1.076206, -6.420993, 0.652169], [5.573118, -1.565312, -1.378457], [5.926517, -1.930597, -2.197904], [6.349592, -1.513554, -0.810030], [7.220941, -0.784528, -3.661068], [6.435872, -0.240521, -3.542101], [7.874044, -0.187268, -4.039491], [-5.736660, -1.375271, -7.197826], [-5.299748, -0.526512, -7.045596], [-5.713560, -1.476188, -8.155202], [2.680047, 2.504557, 9.214747], [2.122175, 2.865880, 8.513698], [2.238338, 2.738955, 10.035600], [4.217651, 3.533651, 3.600604], [3.756477, 4.076401, 4.256538], [4.493123, 4.148867, 2.915450], [-1.498895, 3.918362, 0.626133], [-1.290091, 3.332335, -0.109555], [-0.640228, 4.097617, 1.024385], [3.281018, 4.781232, 6.085207], [2.498249, 4.906440, 6.631282], [4.015985, 4.709431, 6.703320], [5.522525, -1.532039, 7.878710], [5.398378, -1.140110, 7.008652], [5.136128, -0.864575, 8.462921], [5.993310, 2.066814, 6.315807], [6.868164, 1.736819, 6.089220], [5.397438, 1.383293, 5.981601], [4.672697, 1.064357, 8.827332], [4.275260, 1.726835, 9.400057], [5.198551, 1.559504, 8.181184], [3.659757, -4.049619, 8.412788], [4.169228, -3.231301, 8.478738], [3.995650, -4.461499, 7.611959]],
  "atomic_forces_ev_per_a": [[0.476, 0.087, -0.402], [-0.365, 0.085, 0.423], [-0.503, 0.169, -0.360], [-0.084, 0.013, -0.136], [0.751, -0.424, 0.118], [-0.884, 0.022, -0.572], [0.010, -0.287, 0.253], [0.559, 0.523, 0.275], [-0.218, 0.148, 0.143], [-0.163, -0.286, 0.128], [-0.114, 0.156, 0.313], [0.002, -0.366, 0.456], [0.273, 0.774, 0.406], [-0.022, 0.232, 0.368], [-0.296, -0.266, -0.903], [-0.209, -0.034, -0.401], [-0.334, -0.288, 0.436], [-0.368, 0.057, -0.481], [0.065, -0.030, -0.130], [-0.035, 0.096, 0.207], [-0.166, 0.019, 0.158], [-0.114, -0.036, 0.027], [-0.003, -0.107, -0.015], [0.101, -0.060, -0.155], [0.319, -0.157, 0.067], [0.118, 0.156, -0.011], [0.085, -0.313, 0.109], [0.082, 0.092, 0.003], [0.037, -0.097, 0.020], [-0.133, -0.004, -0.088], [-0.023, -0.146, -0.159], [0.036, -0.077, -0.014], [0.102, 0.061, -0.036], [-0.135, 0.152, -0.211], [0.172, -0.012, -0.273], [0.059, 0.259, -0.249], [0.285, 0.192, 0.163], [0.340, -0.175, 0.109], [0.340, 0.011, 0.228], [0.007, 0.085, 0.019], [-0.002, -0.168, -0.078], [-0.104, -0.005, -0.086], [0.129, -0.095, 0.217], [-0.159, 0.116, -0.007], [0.006, -0.025, -0.046], [-0.100, -0.188, 0.055], [0.106, 0.059, 0.049], [0.006, 0.073, -0.007], [0.119, -0.013, -0.102], [-0.003, -0.053, 0.080], [0.026, 0.017, 0.037], [-0.165, -0.033, -0.023], [0.235, 0.142, -0.012], [0.183, 0.016, 0.142], [0.313, 0.368, -0.091], [-0.200, 0.010, -0.166], [-0.160, -0.125, 0.082], [0.032, -0.137, -0.005], [-0.040, 0.023, 0.026], [-0.024, 0.043, -0.022], [-0.142, 0.440, 0.011], [0.071, -0.245, -0.211], [0.010, -0.174, -0.135], [-0.130, -0.100, -0.142], [0.062, -0.006, 0.022], [0.107, 0.015, 0.144], [-0.021, 0.039, -0.024], [-0.005, -0.014, -0.015], [-0.007, 0.043, 0.011], [-0.102, 0.156, 0.070], [0.032, -0.034, 0.048], [-0.012, -0.075, 0.042], [-0.802, -0.902, 0.414], [0.110, 0.089, -0.088], [-0.240, 0.004, -0.041], [-0.010, 0.169, -0.015], [0.006, -0.038, -0.019], [0.061, -0.155, 0.107], [-0.263, 0.120, 0.169], [0.067, 0.089, -0.031], [-0.046, -0.038, -0.069], [0.466, 0.073, 0.199], [-0.017, -0.074, 0.159], [-0.380, -0.142, 0.014], [0.035, -0.073, -0.013], [0.006, 0.045, 0.007], [0.008, 0.006, -0.031], [-0.006, 0.164, 0.075], [0.000, -0.182, 0.006], [-0.116, -0.046, -0.095], [0.015, 0.031, -0.267], [-0.066, 0.099, 0.158], [0.024, -0.160, -0.080], [-0.007, 0.119, 0.095], [0.005, -0.007, 0.003], [0.032, -0.063, -0.064], [-0.070, 0.043, 0.152], [0.034, -0.061, 0.037], [0.053, 0.026, -0.068], [-0.119, 0.077, -0.077], [0.056, 0.058, 0.072], [0.081, -0.103, -0.010], [0.263, 0.256, 0.065], [-0.040, 0.046, -0.065], [-0.113, -0.128, 0.010], [-0.727, 0.594, 0.385], [0.071, 0.071, -0.115], [-0.118, 0.062, 0.048], [-0.290, -0.138, -0.214], [0.120, 0.057, 0.287], [0.021, -0.009, 0.023], [-0.113, 0.083, -0.213], [0.136, -0.117, 0.146], [-0.061, 0.031, 0.081], [0.807, 0.367, -0.230], [-0.053, 0.097, -0.038], [0.119, -0.034, -0.112], [-0.246, -0.091, 0.106], [0.178, -0.221, -0.210], [0.098, 0.214, 0.198], [-0.128, -0.004, 0.218], [0.019, 0.012, 0.053], [0.087, -0.034, -0.283], [0.935, -0.482, -0.250], [-0.178, -0.130, -0.300], [0.091, -0.044, 0.101], [-0.058, 0.007, -0.004], [0.130, 0.085, -0.105], [0.020, -0.009, 0.022]],
  "lowdin_charge": [-0.090, -0.297, -0.665, 1.049, -0.331, -0.200, -0.063, -0.373, -0.026, -0.066, 0.057, 0.167, -0.389, -0.773, 0.104, 0.178, 0.717, -0.314, 0.451, 0.054, 0.068, 0.061, 0.066, 0.076, 0.049, 0.100, 0.116, 0.128, 0.128, 0.142, 0.087, 0.085, 0.078, 0.073, 0.134, 0.165, 0.118, 0.100, 0.071, -0.034, 0.014, 0.026, -0.060, 0.015, -0.035, -0.046, 0.060, 0.035, -0.051, 0.049, 0.043, -0.080, 0.005, -0.014, -0.051, 0.007, 0.045, -0.051, 0.049, 0.047, -0.066, -0.001, 0.011, -0.060, 0.039, -0.025, -0.053, 0.031, 0.027, -0.021, 0.072, 0.060, -0.066, 0.059, 0.034, -0.083, 0.022, -0.078, -0.045, 0.047, 0.061, -0.054, 0.051, -0.009, -0.059, 0.044, 0.041, -0.045, 0.057, 0.049, -0.045, 0.072, 0.035, -0.104, 0.039, 0.050, -0.057, 0.022, 0.052, -0.054, 0.027, 0.048, -0.050, 0.025, 0.054, -0.045, 0.021, 0.061, -0.055, 0.002, 0.038, -0.074, -0.019, 0.043, -0.062, 0.022, 0.063, -0.058, -0.010, 0.010, -0.053, 0.054, 0.007, -0.078, 0.007, 0.011, -0.072, -0.002, 0.026],
  "homo_ev": -11.33,
  "max_force_ev_per_a": 1.28,
  "e_tot_ha": -4165.97027,
  "orbital_gap_ev": 7.94,
  "charge": 1
}



[2]
{
  "formula": "C10H8N4",
  "method": "ωB97M-V/def2-TZVPD",
  "elements": ["C", "C", "C", "C", "C", "C", "C", "C", "C", "C", "N", "N", "N", "N", "H", "H", "H", "H", "H", "H", "H", "H"],
  "xyz": [[0.549328, 1.556127, 1.220385], [-2.829920, -1.299142, 0.705567], [2.153782, 1.003566, -0.656100], [-0.691269, 1.343076, 1.625880], [-2.697561, -0.000824, 1.109201], [2.726795, -1.234914, -1.400846], [1.496702, -1.712847, -1.668870], [-0.681866, -0.930475, 1.050678], [1.116002, 0.714164, 0.206865], [0.316252, -0.514658, -0.028142], [2.964313, 0.122251, -1.257959], [-1.647012, -1.913773, 0.678592], [0.482125, -1.375066, -0.953553], [-1.357724, 0.222885, 1.297400], [1.015768, 2.416320, 1.727908], [-3.596171, -1.961043, 0.541827], [2.452497, 2.101543, -0.737550], [-1.193638, 2.114933, 2.233088], [-3.242105, 0.841386, 1.224291], [3.637160, -1.908172, -1.556788], [1.381991, -2.505926, -2.358130], [-0.090103, -1.142619, 1.887005]],
  "atomic_forces_ev_per_a": [[1.869, 0.972, -0.220], [2.834, -0.886, 0.630], [3.089, 0.247, -1.202], [-1.757, 1.514, 1.593], [1.822, -0.010, 0.214], [3.036, 0.376, -0.674], [1.451, -0.752, -0.626], [0.816, -1.007, -2.530], [-2.916, -2.047, 1.037], [2.183, 0.420, 0.180], [-1.306, 0.924, 1.124], [0.078, -0.150, -0.028], [-2.937, 0.385, 0.419], [-3.123, 1.958, 0.755], [0.216, -0.395, -0.957], [-2.376, -0.602, -0.534], [-0.160, -1.556, -0.060], [0.024, -0.688, -0.301], [-2.475, 2.027, 0.181], [-1.206, 1.328, -0.028], [-0.235, -0.974, -0.586], [1.073, -1.085, 1.614]],
  "lowdin_charge": [-0.055, -0.113, -0.101, -0.110, 0.000, -0.132, -0.162, -0.302, -0.141, -0.118, 0.084, 0.115, 0.147, -0.068, 0.122, 0.084, 0.139, 0.138, 0.086, 0.125, 0.100, 0.161],
  "de_lowest_kcal_mol": 113.1,
  "homo_ev": [-6.97, -6.67],
  "max_force_ev_per_a": 3.76,
  "e_tot_ha": -604.68544,
  "orbital_gap_ev": [6.47, 6.30]
}



[3]
{
  "formula": "C10H8N4S",
  "method": "ωB97M-V/def2-TZVPD",
  "elements": ["C", "C", "C", "C", "C", "C", "C", "C", "C", "C", "N", "N", "N", "N", "S", "H", "H", "H", "H", "H", "H", "H", "H"],
  "xyz": [[-0.905894, -1.027448, -1.906893], [-1.827158, 1.353252, 0.081828], [-0.187347, -2.000554, -2.653469], [-1.962647, 2.338750, 1.041753], [1.614975, -2.030464, -1.228861], [-0.236069, 1.396642, 2.315296], [-0.249887, -0.516079, -0.797198], [-0.713114, 0.479167, 0.133392], [1.033226, -1.094343, -0.456395], [0.042228, 0.392026, 1.373141], [0.998021, -2.496661, -2.295223], [-1.205289, 2.305612, 2.103664], [2.719675, 0.837223, 1.035227], [1.399984, -1.818213, 2.121561], [1.442558, -0.616383, 1.224770], [-1.821392, -0.649629, -2.067442], [-2.301049, 1.473327, -0.810403], [-0.685267, -2.533902, -3.443045], [-2.832012, 3.099083, 1.155172], [2.482201, -2.581532, -0.901769], [0.484407, 1.627296, 3.137016], [3.011765, 0.882966, 2.032694], [1.915651, -2.652944, 2.033309]],
  "atomic_forces_ev_per_a": [[4.386, -1.032, 0.866], [2.803, -0.191, 0.449], [-0.606, 0.008, 1.249], [-1.899, -0.181, 1.090], [0.129, -0.865, 0.622], [0.772, 0.435, -0.599], [1.721, -1.531, -0.993], [-0.512, -0.022, 3.299], [-2.319, 2.525, 0.722], [-2.559, 1.932, -1.166], [-0.758, -0.057, -1.514], [1.478, 0.084, 2.018], [-2.422, -3.809, 0.641], [-1.283, 1.120, 1.190], [4.087, 2.951, -1.423], [-3.250, 0.820, -1.277], [-1.650, -0.024, -2.389], [0.002, 0.109, -0.505], [1.615, -1.312, -0.970], [0.462, 0.192, -0.096], [-0.986, -0.539, -0.465], [-0.115, -0.034, -0.296], [0.904, -0.577, -0.454]],
  "lowdin_charge": [0.041, 0.014, -0.088, -0.142, -0.136, -0.091, -0.149, -0.120, -0.226, -0.257, 0.073, 0.048, -0.208, -0.236, 0.891, 0.075, 0.078, 0.105, 0.147, 0.124, 0.131, -0.080, 0.007],
  "smiles": "N=S1(=N)c2cnccc2-c2ccncc21",
  "de_lowest_kcal_mol": 86.9,
  "homo_ev": [-8.22, -8.22],
  "max_force_ev_per_a": 5.24,
  "e_tot_ha": -1002.85724,
  "orbital_gap_ev": [7.32, 7.32]
}